Record 1
{"formula": "C48H52GeN3O2P2Rh", "method": "ωB97M-V/def2-TZVPD", "species": ["Rh", "C", "C", "C", "C", "C", "C", "C", "P", "C", "C", "C", "C", "C", "C", "C", "C", "C", "C", "C", "C", "C", "C", "H", "H", "H", "H", "H", "H", "H", "H", "H", "H", "H", "H", "H", "H", "H", "H", "H", "H", "H", "H", "C", "N", "C", "N", "C", "N", "C", "P", "C", "C", "H", "H", "H", "H", "H", "H", "H", "H", "H", "H", "H", "H", "H", "O", "C", "O", "C", "C", "Ge", "C", "C", "C", "C", "C", "C", "C", "C", "C", "C", "C", "C", "C", "C", "C", "C", "C", "C", "H", "H", "H", "H", "H", "H", "H", "H", "H", "H", "H", "H", "H", "H", "H", "H", "H", "H", "H"], "coordinates": [[-1.241, -0.358, 1.384], [-4.760, -3.214, 1.236], [-5.448, -2.360, 2.255], [-6.805, -2.485, 2.504], [-7.429, -1.677, 3.442], [-6.704, -0.728, 4.147], [-5.349, -0.590, 3.920], [-4.721, -1.414, 2.990], [-2.949, -1.304, 2.653], [-2.299, 0.118, 3.625], [-1.592, -0.165, 4.806], [-1.230, 0.847, 5.667], [-1.570, 2.161, 5.373], [-2.252, 2.452, 4.205], [-2.619, 1.454, 3.310], [-3.357, 1.825, 2.056], [-2.206, -2.756, 3.410], [-2.930, -3.687, 4.150], [-2.315, -4.850, 4.581], [-0.995, -5.105, 4.227], [-0.275, -4.186, 3.487], [-0.842, -2.969, 3.099], [-0.040, -1.929, 2.454], [-5.467, -3.585, 0.498], [-4.285, -4.073, 1.713], [-3.973, -2.643, 0.728], [-7.376, -3.219, 1.955], [-8.485, -1.791, 3.624], [-7.190, -0.101, 4.879], [-4.774, 0.149, 4.461], [-1.359, -1.191, 5.053], [-0.703, 0.609, 6.577], [-1.299, 2.952, 6.053], [-2.525, 3.473, 3.984], [-4.073, 2.618, 2.267], [-3.896, 0.968, 1.645], [-2.658, 2.207, 1.306], [-3.968, -3.498, 4.390], [-2.866, -5.562, 5.177], [-0.524, -6.022, 4.549], [0.757, -4.389, 3.242], [0.828, -2.333, 1.927], [0.263, -1.134, 3.157], [-1.559, -1.671, -4.022], [-0.864, -0.463, -3.429], [-1.798, 0.730, -3.560], [-3.056, 0.456, -2.976], [-3.663, -0.727, -3.557], [-2.804, -1.884, -3.386], [-2.702, -2.315, -2.008], [-1.964, -0.998, -0.880], [-0.509, -0.696, -2.014], [-3.015, 0.407, -1.530], [-0.908, -2.540, -3.897], [-1.720, -1.479, -5.088], [0.003, -0.276, -3.944], [-1.917, 0.941, -4.628], [-1.325, 1.579, -3.056], [-3.824, -0.562, -4.625], [-4.621, -0.916, -3.078], [-2.077, -3.212, -1.952], [-3.699, -2.587, -1.657], [0.153, -1.565, -1.954], [0.065, 0.163, -1.647], [-2.620, 1.353, -1.150], [-4.034, 0.296, -1.152], [1.588, 1.198, -1.085], [1.211, 1.401, 0.098], [0.067, 1.114, 0.506], [2.181, 2.096, 1.030], [3.610, 1.710, 0.699], [3.881, 1.575, -1.307], [3.920, -0.134, -2.373], [5.072, -0.912, -2.383], [5.145, -2.064, -3.147], [4.062, -2.461, -3.911], [2.905, -1.698, -3.906], [2.844, -0.538, -3.152], [3.356, 3.237, -2.280], [2.688, 3.124, -3.488], [2.162, 4.249, -4.100], [2.340, 5.493, -3.521], [3.034, 5.615, -2.329], [3.549, 4.486, -1.713], [5.952, 1.936, -1.397], [6.729, 1.847, -0.270], [8.110, 1.938, -0.407], [8.666, 2.120, -1.658], [7.863, 2.198, -2.782], [6.483, 2.120, -2.650], [1.928, 1.880, 2.071], [2.027, 3.166, 0.847], [3.866, 0.750, 1.150], [4.289, 2.464, 1.099], [5.934, -0.610, -1.805], [6.054, -2.648, -3.149], [4.126, -3.354, -4.511], [2.058, -2.009, -4.502], [1.959, 0.079, -3.158], [2.569, 2.149, -3.937], [1.610, 4.149, -5.023], [1.943, 6.372, -4.006], [3.167, 6.585, -1.875], [4.097, 4.583, -0.785], [6.308, 1.685, 0.710], [8.730, 1.856, 0.474], [9.738, 2.203, -1.760], [8.291, 2.315, -3.766], [5.849, 2.182, -3.521]], "homo_lumo_gap_ev": [4.06, 4.06], "charge": 2, "e_homo_ha": [-0.4167, -0.4167]}

Record 2
{"formula": "C48H53AlCl3N4O4P2S", "method": "ωB97M-V/def2-TZVPD", "species": ["Al", "C", "P", "C", "C", "C", "C", "C", "C", "C", "C", "C", "C", "C", "C", "C", "C", "C", "C", "C", "P", "C", "C", "C", "C", "C", "C", "C", "C", "C", "C", "C", "C", "N", "H", "H", "H", "H", "H", "H", "H", "H", "H", "H", "H", "H", "H", "H", "H", "H", "H", "H", "H", "H", "H", "H", "H", "H", "H", "H", "Cl", "C", "Cl", "H", "H", "C", "S", "O", "O", "O", "H", "H", "H", "C", "C", "C", "C", "C", "O", "C", "C", "C", "C", "C", "C", "Cl", "C", "C", "C", "N", "C", "N", "C", "N", "H", "H", "H", "H", "H", "H", "H", "H", "H", "H", "H", "H", "H", "H", "H", "H", "H", "H", "H", "H", "H", "H"], "coordinates": [[-1.618, 1.816, -0.692], [-1.680, 0.824, -3.859], [-0.787, 0.105, -2.433], [1.036, 0.198, -2.837], [1.378, 1.409, -3.424], [2.777, 1.728, -3.548], [3.666, 0.863, -2.927], [3.313, -0.397, -2.425], [1.952, -0.658, -2.323], [-1.186, -1.638, -2.475], [-0.624, -2.440, -3.442], [-0.965, -3.761, -3.461], [-1.878, -4.300, -2.559], [-2.420, -3.510, -1.578], [-2.114, -2.124, -1.512], [-1.859, 2.290, -3.651], [-2.123, 3.275, -4.517], [-2.348, 4.473, -3.748], [-2.074, 4.090, -2.438], [-2.310, 4.929, -1.222], [-1.553, 4.113, 0.251], [-2.362, 4.403, 1.849], [-3.735, 4.173, 1.910], [-4.415, 4.308, 3.160], [-3.736, 4.623, 4.316], [-2.367, 4.809, 4.221], [-1.703, 4.731, 3.041], [0.194, 4.593, 0.212], [1.207, 3.748, -0.346], [2.434, 4.286, -0.580], [2.823, 5.587, -0.306], [1.850, 6.375, 0.342], [0.545, 5.910, 0.510], [-1.848, 2.741, -2.335], [-2.687, 0.448, -3.983], [-1.239, 0.573, -4.861], [0.728, 2.160, -3.775], [3.072, 2.618, -4.014], [4.733, 1.115, -2.938], [4.040, -0.948, -1.922], [1.592, -1.656, -1.894], [0.069, -2.160, -4.231], [-0.527, -4.469, -4.214], [-2.038, -5.355, -2.570], [-3.198, -3.946, -0.965], [-2.584, -1.425, -0.799], [-2.282, 3.160, -5.563], [-2.513, 5.441, -4.238], [-3.357, 5.086, -1.087], [-1.875, 5.904, -1.388], [-4.298, 4.033, 1.025], [-5.482, 4.120, 3.176], [-4.136, 4.736, 5.305], [-1.813, 5.077, 5.087], [-0.622, 4.913, 2.962], [1.020, 2.698, -0.612], [3.197, 3.639, -1.015], [3.792, 5.965, -0.563], [2.080, 7.442, 0.572], [-0.209, 6.569, 0.999], [4.063, 2.585, 3.799], [4.555, 1.553, 2.453], [3.301, 1.462, 1.181], [4.682, 0.536, 2.804], [5.467, 1.938, 2.030], [-5.785, 0.896, 0.366], [-4.570, 1.608, -0.699], [-4.681, 0.952, -1.996], [-4.722, 3.056, -0.622], [-3.234, 1.269, 0.014], [-6.550, 0.751, -0.300], [-5.988, 1.642, 1.179], [-5.368, -0.015, 0.872], [0.150, -4.061, 4.193], [-0.070, -3.606, 2.708], [-0.542, -4.758, 1.846], [-1.214, -2.587, 2.772], [1.193, -2.902, 2.006], [1.079, -2.798, 0.577], [2.534, -3.604, 2.286], [2.771, -5.053, 1.710], [3.023, -5.133, 0.183], [3.892, -4.249, -0.489], [4.275, -4.449, -1.801], [3.845, -5.633, -2.423], [4.490, -6.018, -3.969], [3.018, -6.512, -1.762], [2.604, -6.223, -0.484], [1.413, -1.412, 2.556], [0.529, -0.399, 2.093], [0.325, -0.059, 0.871], [-0.513, 0.925, 0.793], [-0.728, 1.231, 2.118], [-0.039, 0.476, 2.922], [-0.849, -3.957, 4.637], [0.890, -3.494, 4.729], [0.467, -5.088, 4.270], [-1.492, -5.096, 2.379], [0.122, -5.584, 1.819], [-0.737, -4.429, 0.806], [-2.162, -3.010, 3.145], [-1.408, -2.130, 1.766], [-0.930, -1.750, 3.403], [1.225, -3.672, 0.219], [2.638, -3.662, 3.408], [3.495, -3.087, 1.869], [1.975, -5.765, 1.937], [3.687, -5.322, 2.205], [4.244, -3.405, 0.080], [4.859, -3.749, -2.368], [2.758, -7.423, -2.308], [1.947, -6.979, 0.076], [2.434, -1.214, 2.338], [1.354, -1.327, 3.626], [0.781, -0.603, 0.026], [-1.432, 2.027, 2.484]], "homo_lumo_gap_ev": 7.90, "charge": 1, "e_homo_ha": -0.3548}

Record 3
{"formula": "C48H53N2O14", "method": "ωB97M-V/def2-TZVPD", "species": ["C", "C", "N", "C", "C", "N", "C", "C", "H", "H", "H", "H", "H", "H", "H", "H", "H", "H", "H", "C", "C", "C", "C", "C", "C", "O", "O", "H", "H", "H", "H", "H", "H", "C", "C", "C", "C", "C", "C", "O", "O", "H", "H", "H", "H", "H", "H", "C", "C", "C", "C", "C", "C", "O", "O", "H", "H", "H", "H", "H", "H", "C", "C", "C", "C", "C", "C", "O", "O", "H", "H", "H", "H", "H", "H", "C", "C", "C", "C", "C", "C", "O", "O", "H", "H", "H", "H", "H", "H", "C", "C", "C", "C", "C", "C", "O", "O", "H", "H", "H", "H", "H", "H", "C", "C", "C", "C", "C", "C", "O", "O", "H", "H", "H", "H", "H", "H"], "coordinates": [[-1.035, -0.273, 0.374], [0.298, 0.278, -0.001], [1.341, -0.676, -0.055], [2.615, -0.562, 0.588], [3.384, -1.675, 0.200], [2.614, -2.545, -0.512], [1.339, -1.901, -0.613], [2.933, -3.941, -0.814], [-1.233, -0.940, 1.175], [-1.296, -0.889, -0.348], [-1.835, 0.521, 0.328], [0.445, 1.253, 0.550], [0.293, 0.567, -1.060], [2.950, 0.326, 1.058], [4.306, -1.872, 0.306], [0.593, -2.245, -1.291], [3.872, -4.098, -1.524], [2.020, -4.323, -1.412], [3.108, -4.623, 0.013], [-1.517, -2.972, 4.022], [-1.473, -4.447, 3.668], [-0.377, -4.946, 2.924], [0.716, -3.995, 2.719], [0.681, -2.663, 3.157], [-0.349, -2.078, 3.902], [-0.255, -0.921, 4.576], [-0.344, -6.212, 2.518], [-2.310, -2.607, 4.605], [-2.267, -5.024, 3.912], [1.638, -4.278, 2.109], [1.525, -1.959, 2.994], [0.698, -0.629, 4.445], [0.430, -6.562, 1.898], [-2.895, 0.706, -3.750], [-2.098, 1.548, -4.801], [-1.368, 2.775, -4.354], [-1.518, 3.143, -3.021], [-2.320, 2.372, -2.083], [-2.942, 1.214, -2.401], [-3.752, 0.587, -1.501], [-0.634, 3.420, -5.291], [-3.116, -0.273, -4.220], [-2.030, 1.359, -5.697], [-1.099, 4.109, -2.706], [-2.430, 2.642, -1.274], [-4.285, 1.241, -1.154], [0.055, 3.714, -4.822], [2.975, 3.738, -0.387], [4.096, 4.505, -1.337], [4.458, 5.788, -0.991], [3.935, 6.399, 0.061], [2.979, 5.873, 0.890], [2.560, 4.480, 0.693], [1.746, 3.786, 1.482], [5.314, 6.373, -1.790], [2.826, 2.695, -0.820], [4.332, 3.785, -2.147], [4.183, 7.429, 0.228], [2.559, 6.483, 1.701], [1.639, 4.030, 2.305], [5.928, 5.783, -2.263], [1.036, 2.338, 4.058], [0.685, 3.856, 4.316], [1.716, 4.680, 4.681], [3.174, 4.258, 4.505], [3.403, 2.897, 4.183], [2.305, 1.928, 4.044], [2.572, 0.523, 3.822], [1.519, 6.024, 4.953], [0.251, 1.716, 3.761], [-0.258, 4.125, 4.480], [3.963, 4.746, 4.713], [4.413, 2.640, 4.142], [3.519, 0.365, 4.079], [2.274, 6.476, 5.519], [-1.744, -4.691, -3.196], [-2.993, -3.899, -2.634], [-2.956, -3.708, -1.233], [-1.896, -4.124, -0.443], [-0.809, -4.997, -1.014], [-0.766, -5.224, -2.416], [0.363, -5.777, -2.879], [-3.855, -2.976, -0.644], [-1.908, -4.773, -4.224], [-3.792, -3.404, -3.286], [-1.923, -4.029, 0.532], [-0.018, -5.444, -0.323], [0.277, -6.168, -3.808], [-4.772, -2.746, -1.108], [2.059, -3.271, -4.442], [1.672, -1.971, -3.870], [0.353, -1.563, -4.057], [-0.463, -2.094, -4.979], [0.048, -3.192, -5.756], [1.252, -3.860, -5.505], [1.719, -4.874, -6.088], [-0.035, -0.304, -3.419], [3.074, -3.702, -4.005], [2.308, -1.553, -3.027], [-1.308, -1.811, -5.181], [-0.704, -3.578, -6.471], [2.631, -5.114, -5.754], [-0.951, -0.174, -3.385], [-3.991, 3.277, 3.418], [-4.679, 3.418, 2.178], [-4.768, 2.333, 1.317], [-4.338, 1.086, 1.721], [-3.590, 0.874, 2.906], [-3.539, 1.950, 3.818], [-2.843, 1.817, 4.972], [-5.488, 2.447, 0.150], [-3.984, 4.173, 4.188], [-5.021, 4.248, 2.069], [-4.175, 0.092, 0.995], [-3.015, -0.039, 3.301], [-2.498, 0.862, 5.218], [-6.115, 3.121, 0.148]], "homo_lumo_gap_ev": 7.69, "charge": 1, "e_homo_ha": -0.3653}

Record 4
{"formula": "C48H53N9PRbSe2", "method": "ωB97M-V/def2-TZVPD", "species": ["Rb", "C", "C", "C", "C", "C", "N", "C", "C", "C", "C", "C", "C", "C", "C", "N", "C", "N", "C", "N", "C", "N", "C", "N", "C", "N", "C", "C", "C", "C", "C", "C", "C", "C", "C", "C", "C", "C", "C", "C", "N", "H", "H", "H", "H", "H", "H", "H", "H", "H", "H", "H", "H", "H", "H", "H", "H", "C", "Se", "C", "C", "Se", "C", "H", "H", "H", "H", "H", "H", "H", "H", "H", "H", "C", "C", "C", "C", "P", "N", "C", "C", "C", "C", "C", "C", "C", "C", "H", "H", "H", "H", "H", "H", "H", "H", "H", "H", "H", "H", "H", "H", "H", "H", "H", "H", "H", "H", "H", "H", "H", "H", "H", "H", "H"], "coordinates": [[-0.905, 0.404, 0.469], [0.813, 3.863, -5.898], [-0.548, 3.634, -6.136], [-1.378, 3.165, -5.128], [-0.814, 2.911, -3.887], [-1.368, 2.447, -2.603], [-2.675, 2.238, -2.444], [-3.239, 2.121, -1.243], [-4.664, 1.786, -1.068], [-5.682, 1.475, -1.958], [-6.928, 1.159, -1.436], [-7.149, 1.151, -0.052], [-6.129, 1.463, 0.836], [-4.886, 1.783, 0.310], [-3.588, 2.116, 0.924], [-3.416, 2.132, 2.244], [-2.223, 2.261, 2.829], [-1.020, 2.398, 2.242], [-0.066, 2.426, 3.193], [1.246, 2.574, 3.025], [1.807, 2.686, 1.820], [1.241, 2.504, 0.610], [2.120, 2.886, -0.333], [1.935, 2.988, -1.649], [0.762, 2.784, -2.236], [-0.383, 2.327, -1.692], [0.540, 3.138, -3.649], [1.370, 3.625, -4.649], [3.400, 3.257, 0.289], [4.617, 3.685, -0.223], [5.644, 3.947, 0.673], [5.450, 3.801, 2.053], [4.225, 3.393, 2.562], [3.206, 3.114, 1.663], [-0.688, 2.308, 4.524], [-0.177, 2.273, 5.813], [-1.073, 2.142, 6.866], [-2.451, 2.047, 6.632], [-2.959, 2.082, 5.341], [-2.061, 2.212, 4.292], [-2.665, 2.310, -0.041], [1.438, 4.233, -6.703], [-0.955, 3.827, -7.122], [-2.435, 2.996, -5.293], [-5.495, 1.470, -3.024], [-7.742, 0.903, -2.105], [-8.129, 0.885, 0.327], [-6.282, 1.444, 1.907], [2.418, 3.808, -4.448], [4.748, 3.809, -1.291], [6.610, 4.273, 0.303], [6.271, 4.011, 2.730], [4.058, 3.287, 3.627], [0.890, 2.343, 5.982], [-0.704, 2.107, 7.884], [-3.126, 1.937, 7.473], [-4.021, 2.000, 5.146], [4.444, -0.099, -1.785], [2.629, -0.269, -1.124], [2.539, -2.205, -1.060], [2.363, -2.902, -2.397], [0.725, -2.476, -3.353], [-0.512, -3.310, -2.103], [5.122, -0.685, -1.164], [4.702, 0.955, -1.698], [4.523, -0.404, -2.827], [1.707, -2.434, -0.391], [3.454, -2.555, -0.574], [2.380, -3.986, -2.257], [3.175, -2.645, -3.081], [-0.248, -4.359, -1.962], [-1.492, -3.257, -2.575], [-0.577, -2.804, -1.134], [-1.950, -1.716, 3.963], [-3.168, -2.338, 3.261], [-3.925, -3.207, 4.270], [-4.074, -1.163, 2.865], [-2.541, -3.157, 1.647], [-1.495, -2.306, 0.921], [-4.115, -3.494, 0.586], [-5.397, -3.932, 1.300], [-3.764, -4.563, -0.458], [-4.399, -2.211, -0.212], [-1.840, -4.872, 2.182], [-2.812, -5.983, 2.586], [-0.894, -4.615, 3.362], [-0.939, -5.367, 1.039], [-2.285, -0.949, 4.666], [-1.291, -1.254, 3.228], [-1.365, -2.445, 4.524], [-4.283, -2.572, 5.091], [-3.291, -3.974, 4.714], [-4.797, -3.697, 3.837], [-4.193, -0.495, 3.722], [-5.068, -1.481, 2.549], [-3.634, -0.573, 2.063], [-5.260, -4.824, 1.911], [-6.165, -4.163, 0.549], [-5.804, -3.146, 1.934], [-3.742, -5.567, -0.037], [-2.799, -4.359, -0.919], [-4.527, -4.555, -1.245], [-4.935, -1.459, 0.364], [-5.015, -2.455, -1.084], [-3.459, -1.775, -0.556], [-3.479, -5.687, 3.395], [-2.240, -6.852, 2.939], [-3.425, -6.324, 1.753], [-1.425, -4.397, 4.288], [-0.221, -3.784, 3.144], [-0.290, -5.513, 3.535], [-1.498, -5.869, 0.251], [-0.210, -6.084, 1.435], [-0.408, -4.517, 0.606]], "homo_lumo_gap_ev": [4.85, 4.85], "charge": -2, "e_homo_ha": [-0.0382, -0.0383]}